Record 1
{
  "formula": "CH2IN",
  "method": "ωB97M-V with the def2-TZVPD basis set",
  "smiles": "C#N.I",
  "e_homo_ev": -10.6,
  "lumo_energy_ha": -0.0076,
  "gap_ev": 10.4,
  "symbols": ["C", "N", "I", "H", "H"],
  "xyz": [[-1.9283, 0.1783, 0.2982], [-3.0565, 0.0277, 0.1373], [2.1997, -0.5257, 0.0174], [-0.8597, 0.3071, 0.2780], [3.6448, 0.0126, -0.7310]],
  "forces_ev_per_angstrom": [[-0.2330, -0.0770, -0.5868], [0.5490, 0.0892, 0.3278], [1.5448, 0.4830, -0.7456], [-0.3231, 0.0201, 0.2407], [-1.5376, -0.5153, 0.7638]]
}

---

Record 2
{
  "formula": "CH2IN2PS",
  "method": "ωB97M-V with the def2-TZVPD basis set",
  "smiles": "S=C=NN=[PH2]I",
  "e_homo_ev": -8.3,
  "lumo_energy_ha": -0.0291,
  "gap_ev": 7.5,
  "symbols": ["C", "N", "N", "P", "S", "I", "H", "H"],
  "xyz": [[3.4476, 1.9379, -0.1270], [2.2765, 1.7010, -0.2944], [1.4202, 0.8655, -0.9246], [-0.0810, 0.4627, -0.4820], [4.7864, 2.5745, 0.3248], [-1.6379, 2.3403, 0.1658], [-0.4642, -0.3274, 0.6165], [-0.4271, 0.1632, -1.8234]],
  "forces_ev_per_angstrom": [[-2.6585, -0.1717, -0.1093], [0.4964, -0.6068, 0.4197], [-0.8690, -0.2249, 0.2976], [1.6598, 2.5297, -1.2939], [1.4760, 0.2921, 0.1557], [0.4356, -0.5853, -0.2301], [0.0740, -0.4794, -0.2406], [-0.6143, -0.7537, 1.0008]]
}

---

Record 3
{
  "formula": "CH2INOS",
  "method": "ωB97M-V with the def2-TZVPD basis set",
  "smiles": "NC(=S)OI",
  "e_homo_ev": -8.8,
  "lumo_energy_ha": -0.0643,
  "gap_ev": 7.0,
  "symbols": ["C", "N", "O", "S", "I", "H", "H"],
  "xyz": [[0.1110, -0.6553, 0.0431], [0.7616, 0.5364, -0.0799], [-1.3147, -0.7584, 0.2001], [0.8536, -2.1098, -0.0547], [-2.4969, 0.9602, 0.0122], [0.3843, 1.4524, -0.1581], [1.7011, 0.5745, 0.0372]],
  "forces_ev_per_angstrom": [[-1.3423, -0.0698, -0.2714], [-3.4884, -0.5983, 0.0146], [2.0008, 1.9076, -0.5047], [-0.1430, 0.2076, 0.2964], [0.8401, -1.0601, 0.1557], [-1.1145, 0.2658, 0.0754], [3.2474, -0.6528, 0.2340]]
}

---

Record 4
{
  "formula": "CH2INOS",
  "method": "ωB97M-V with the def2-TZVPD basis set",
  "e_homo_ev": [-6.9, -9.1],
  "lumo_energy_ha": [0.0204, -0.1147],
  "spin_multiplicity": 3,
  "gap_ev": [7.5, 6.0],
  "s_squared": 2.01,
  "symbols": ["C", "N", "O", "S", "I", "H", "H"],
  "xyz": [[-0.6356, -1.5240, -0.0171], [-0.2102, -0.2342, -0.0779], [-2.2719, -1.6475, -0.1433], [0.1401, -2.9181, 0.0549], [-3.1883, 0.0234, 0.0467], [-0.9410, 0.4544, 0.2571], [0.8246, -0.2475, -0.0376]],
  "forces_ev_per_angstrom": [[-2.7749, 0.2714, -0.6321], [-0.4185, -1.7077, 0.4495], [5.6778, -3.1181, -0.0226], [0.1568, -0.0204, -0.0115], [-3.4393, 4.0340, 0.4585], [1.9096, -0.4122, -0.5388], [-1.1115, 0.9530, 0.2969]]
}

---

| no. | maximum force (eV/A) |
| --- | --- |
| 1 | 1.79 |
| 2 | 3.29 |
| 3 | 3.54 |
| 4 | 6.48 |